C42H108N8O13 | ωB97M-V/def2-TZVPD

Last column: Mulliken charge in e.
Cartesian coordinates (Å):
C  16.06177  -9.55540  18.77957  -0.4431
O  17.35888  -10.10075  18.96276  -0.2840
C  17.53624  -11.47215  18.65012  -0.7676
C  18.80177  -11.87239  19.30450  0.4862
N  19.12466  -13.23873  18.87746  -0.2002
C  20.46589  -13.60091  19.19895  -1.6539
C  21.62242  -12.97761  18.38803  2.0632
O  21.50243  -13.18301  16.99615  -0.3949
C  22.51705  -12.57385  16.26121  -0.9342
H  16.05539  -8.63358  19.36121  0.2829
H  15.26954  -10.24558  19.06960  0.3598
H  15.97909  -9.25219  17.73587  -0.0895
H  17.30149  -11.65849  17.60213  0.2686
H  16.71531  -11.87439  19.24373  0.4720
H  18.77028  -11.80272  20.39181  0.0607
H  19.57451  -11.17359  18.98412  -0.4043
H  18.69541  -13.47836  17.99518  0.3630
H  20.68483  -14.66143  19.07466  0.5619
H  20.56147  -13.57355  20.28440  0.1920
H  22.51041  -13.49412  18.75246  -0.4680
H  21.76784  -11.91449  18.57967  -0.3929
H  23.52421  -12.93767  16.46457  0.0068
H  22.53471  -11.49805  16.43567  0.2779
H  22.47482  -12.75992  15.18804  0.2734
C  29.63043  -14.99583  23.99970  -0.8017
O  28.70503  -14.10280  23.51643  -0.2261
C  27.65398  -13.68907  24.42183  -0.9880
C  26.42591  -13.13529  23.63920  -0.1285
N  25.87858  -14.24872  22.97687  -0.3639
C  25.09759  -14.00293  21.67538  -1.1937
C  24.13829  -12.83791  21.65844  1.3683
O  22.81510  -13.24756  22.09902  -0.5274
C  22.00333  -12.10303  22.15845  -0.7414
H  30.47171  -14.36928  24.29599  0.2796
H  29.93792  -15.73867  23.26367  0.2447
H  29.30614  -15.51138  24.90366  0.3200
H  28.03041  -12.84464  24.99919  0.4489
H  27.39284  -14.46696  25.13932  0.4436
H  26.84430  -12.37130  22.98393  0.2141
H  25.90534  -12.63531  24.45598  0.2169
H  26.60197  -14.93372  22.81078  0.2720
H  24.46052  -14.87788  21.54612  0.2763
H  25.76862  -14.21821  20.84384  0.4015
H  24.01692  -12.63792  20.59384  -0.8493
H  24.56676  -11.92424  22.07040  0.4902
H  22.41279  -11.45865  22.93640  0.4475
H  21.02716  -12.33350  22.58514  0.2856
H  21.87007  -11.57180  21.21603  0.1513
C  19.10718  -1.64607  19.05632  -0.8964
O  19.54541  -3.00302  18.67659  -0.3525
C  20.55154  -3.07327  17.65133  -0.0175
C  19.93005  -3.39004  16.27510  -1.1356
N  19.23992  -4.68694  16.32396  0.5709
C  18.56209  -4.83783  15.04776  -1.1157
C  17.68744  -6.08090  14.98630  -0.2696
O  16.35249  -5.82918  15.52180  -0.0848
C  16.09939  -5.79227  16.91382  -0.6164
H  18.60971  -1.26317  18.16525  0.2981
H  19.89034  -0.99771  19.44925  0.2771
H  18.44719  -1.47216  19.90619  0.3138
H  21.22364  -3.88495  17.92982  -0.0853
H  20.99043  -2.07757  17.58766  0.3992
H  20.68483  -3.41045  15.48897  0.4402
H  19.25383  -2.58172  15.99684  0.3468
H  18.59438  -4.81030  17.09088  -0.0154
H  19.32407  -4.97454  14.28043  0.6467
H  17.93309  -3.96492  14.87312  0.2981
H  18.23138  -6.96462  15.31986  -0.1200
H  17.49450  -6.42392  13.96983  0.3777
H  16.18546  -6.75570  17.41630  0.1129
H  15.07059  -5.43309  16.88797  0.2243
H  16.81173  -5.26852  17.55127  0.3045
C  20.40080  -9.34267  16.79144  -1.0250
O  21.63841  -8.81916  17.24772  0.1230
C  21.78648  -7.44862  17.59555  -0.5362
C  23.22652  -7.03651  18.13545  -0.6048
N  23.58010  -7.51663  19.47620  -0.2456
C  23.31666  -8.91540  19.89035  -1.1879
C  24.31362  -9.85909  19.14665  0.9753
O  25.57632  -9.90604  19.75514  -0.1809
C  26.32400  -11.05382  19.25053  -1.0145
H  20.14326  -8.87280  15.84224  0.3630
H  19.47583  -9.14075  17.33158  0.3642
H  20.53432  -10.40564  16.59052  0.1333
H  20.99263  -7.10492  18.25871  0.3738
H  21.65238  -6.84105  16.70058  0.2423
H  23.24693  -5.95311  18.25341  0.2275
H  24.02725  -7.26608  17.43243  0.4120
H  24.51776  -7.27339  19.76209  0.2935
H  22.26198  -9.15553  19.75590  0.0356
H  23.60490  -9.01551  20.93677  0.5156
H  24.43588  -9.63366  18.08724  0.4726
H  23.82621  -10.83374  19.17095  -0.6878
H  25.74795  -11.97826  19.29160  -0.1940
H  27.29391  -11.16050  19.73632  0.2179
H  26.62372  -10.89096  18.21528  0.6876
C  17.18732  -9.85895  14.37529  -0.8997
O  16.13448  -9.48431  15.28142  0.0719
C  14.96176  -9.05263  14.53936  -0.3754
C  13.73588  -8.87603  15.50725  -0.6351
N  12.73452  -8.01539  15.00126  -0.2888
C  13.06409  -6.60487  14.66418  0.0692
C  12.17218  -6.13945  13.46191  -1.0258
O  10.78660  -6.08557  13.78402  -0.2743
C  10.00550  -5.95296  12.53900  -0.8439
H  17.68867  -8.97978  13.97056  0.2634
H  16.82668  -10.47670  13.55285  0.3913
H  17.88072  -10.53433  14.87643  0.0533
H  14.61109  -9.75193  13.78034  0.3285
H  15.33270  -8.09932  14.16293  0.2466
H  14.11833  -8.40303  16.41174  0.2056
H  13.35144  -9.85998  15.77585  0.3346
H  12.43560  -8.39338  14.11364  0.2482
H  14.06560  -6.40575  14.28284  0.0736
H  12.98008  -5.79736  15.39148  0.1709
H  12.31660  -6.90350  12.69806  0.3882
H  12.53627  -5.24324  12.95955  0.4555
H  10.21636  -5.04725  11.97038  0.3225
H  8.95312  -5.71331  12.69122  0.3073
H  10.06286  -6.79339  11.84727  0.3242
C  29.46562  -14.77839  16.71974  -1.4052
C  28.55407  -14.28909  15.62526  0.1237
C  28.54163  -15.34271  14.46160  -0.9539
O  27.67044  -14.90842  13.37834  0.0756
C  27.89464  -15.55703  12.09594  -1.1833
N  27.23972  -13.92638  16.24338  0.4600
H  30.44470  -14.74387  16.24191  0.4824
H  29.11715  -15.73508  17.10885  0.3119
H  29.55894  -14.09054  17.56013  0.2727
H  28.94222  -13.37640  15.17311  0.1381
H  28.18177  -16.29358  14.85458  0.2184
H  29.53731  -15.56301  14.07663  0.4598
H  28.87528  -15.34180  11.67152  0.3709
H  27.10343  -15.22654  11.42299  0.2480
H  27.85397  -16.64498  12.14897  0.3567
H  26.51276  -14.10099  15.56430  -0.1638
H  27.34582  -12.92202  16.25376  0.1320
C  26.35495  -1.33629  20.03554  -1.4033
C  25.23738  -1.57258  19.04398  0.5978
C  25.38522  -3.07654  18.44001  -0.5223
O  26.64332  -3.34509  17.88048  -0.0638
C  26.72916  -4.33923  16.84075  -1.1332
N  23.93041  -1.50715  19.64509  -0.6067
H  27.34544  -1.59619  19.66207  0.3220
H  26.27522  -1.80947  21.01424  0.3277
H  26.38013  -0.27410  20.27887  0.4028
H  25.29837  -0.86703  18.21539  0.2128
H  24.65350  -3.09330  17.63230  0.2368
H  25.19024  -3.89796  19.12947  0.3514
H  26.25479  -5.26477  17.16703  0.1581
H  27.79643  -4.52797  16.72499  0.3179
H  26.18705  -4.10128  15.92554  0.3703
H  23.08726  -1.68742  19.11908  0.1073
H  23.66221  -0.65815  20.12194  0.2416
C  24.64190  -15.41581  17.93570  -1.2636
C  23.88354  -16.27264  16.90792  1.1922
C  24.45334  -16.03407  15.52558  -0.6970
O  23.78937  -16.73759  14.44473  -0.3900
C  24.38252  -16.33922  13.16775  -0.6589
N  23.99669  -17.72331  17.09683  -0.8028
H  25.62262  -15.77642  18.24594  0.4829
H  23.98187  -15.42526  18.80310  0.3150
H  24.71756  -14.33817  17.79049  -0.0958
H  22.83975  -15.97503  16.80772  0.0744
H  25.52604  -16.22692  15.51064  0.0839
H  24.45853  -14.96673  15.30453  0.3174
H  24.19414  -15.31607  12.84250  0.2499
H  23.88568  -16.97239  12.43266  0.4271
H  25.44208  -16.59445  13.15095  0.0763
H  24.08675  -18.23176  16.22881  0.2974
H  24.80885  -18.02069  17.61844  0.2801

Summary:
⟨S²⟩ ... 0.750
Multiplicity ... 2
M ... 933.4 g/mol
Energy ... -83828.806 eV
LUMO energy (alpha / beta) ... 2.034 / 2.023 eV
HOMO-LUMO gap (alpha / beta) ... 0.0469 / 0.2953 hartree
Total charge ... -1
Energy above the lowest of the compared OMol25 structures with the same formula, charge and spin ... 0.0 kJ/mol